## A
Entry from the OMol25 dataset: a molecular structure, C4H8N2 (the ωB97M-V functional and the def2-TZVPD basis).

Results
HOMO-LUMO gap = 0.3022 Ha
molecular weight = 84.12 g/mol
E_LUMO = 0.87 eV

Geometry as XYZ:
```
14
Properties=species:S:1:pos:R:3:lowdin_charge:R:1
C 0.708 1.849 1.279 -0.1396
N -1.018 -1.459 -0.412 0.0383
C -0.180 -1.698 -1.587 -0.2976
C -0.122 0.226 -0.443 -0.1592
C 0.600 0.485 0.658 -0.2378
N 0.483 -0.673 -1.836 0.1110
H -2.011 -1.683 -0.478 0.1065
H -0.703 -1.803 0.492 0.1060
H -0.414 -2.546 -2.227 0.0971
H -0.767 0.976 -0.885 0.1011
H 1.205 -0.305 1.095 0.0841
H 0.468 1.821 2.348 0.0580
H 0.028 2.557 0.799 0.0658
H 1.725 2.251 1.198 0.0663
```



## B
Entry from the OMol25 dataset: C4H8N2 in the gas phase (the ωB97M-V functional and the def2-TZVPD basis).

Results
HOMO-LUMO gap = 0.3793 Ha
molecular weight = 84.12 g/mol
E_LUMO = 1.07 eV
SMILES string = C1N[C@H]1[C@H]1CN1

Geometry as XYZ:
```
14
Properties=species:S:1:pos:R:3:lowdin_charge:R:1
C 1.893 -0.115 -0.051 -0.1489
N 1.102 -1.303 0.267 0.0206
C 0.622 -0.385 -0.757 -0.3019
C -0.581 0.467 -0.475 -0.2935
C -1.750 -0.091 0.240 -0.1376
N -0.822 0.815 0.921 0.0156
H 2.847 -0.304 -0.537 0.0951
H 1.883 0.700 0.670 0.1024
H 0.592 -1.126 1.133 0.0792
H 0.654 -0.793 -1.767 0.1326
H -0.768 1.248 -1.213 0.1380
H -1.699 -1.118 0.594 0.1024
H -2.751 0.257 -0.009 0.1011
H -1.220 1.748 0.984 0.0949
```



## C
Entry from the OMol25 dataset: 2 unconnected molecules or ions with the total composition C4H8N2 (the ωB97M-V functional and the def2-TZVPD basis).

Results
HOMO-LUMO gap = 0.3358 Ha
molecular weight = 84.12 g/mol
E_LUMO = 1.04 eV

Geometry as XYZ:
```
14
Properties=species:S:1:pos:R:3:lowdin_charge:R:1
C -0.271 2.294 -0.744 -0.0574
C -1.323 -1.023 0.138 -0.1853
N 2.135 -1.473 0.633 0.0230
C -0.158 -1.524 0.474 -0.1714
C 1.075 -0.820 0.207 -0.1561
N -2.358 -0.667 -0.363 0.1986
H -3.029 -0.035 0.043 0.0865
H 2.121 -2.388 1.090 0.0966
H 3.047 -1.067 0.504 0.0842
H -0.164 -2.480 0.998 0.0962
H 0.178 1.340 -0.491 -0.0499
H 0.482 2.939 -1.183 0.0124
H -0.664 2.763 0.151 0.0132
H -1.072 2.143 -1.457 0.0095
```



Ranked by calculated energy, most stable first: B, C, A.



## A
Entry from the OMol25 dataset: 2 unconnected molecules or ions with the total composition C4H8N2 (the ωB97M-V functional and the def2-TZVPD basis).

Results
HOMO-LUMO gap = 0.3779 Ha
molecular weight = 84.12 g/mol
E_LUMO = 0.36 eV

Geometry as XYZ:
```
14
Properties=species:S:1:pos:R:3:lowdin_charge:R:1
C -0.508 1.285 1.171 -0.0868
C -0.994 0.426 0.012 -0.2709
N 0.123 -0.203 -0.648 -0.0943
C 0.392 -0.138 -1.879 0.0325
C 1.868 -3.118 1.143 -0.2243
N 1.521 -2.091 0.737 -0.0689
H 0.139 2.089 0.805 0.0775
H 0.064 0.681 1.885 0.0756
H -1.364 1.719 1.696 0.0764
H -1.645 -0.372 0.390 0.1257
H -1.559 1.023 -0.715 0.1096
H 0.965 -1.133 0.216 0.0706
H 1.253 -0.646 -2.306 0.0905
H -0.252 0.479 -2.508 0.0866
```



## B
Entry from the OMol25 dataset: 2 unconnected molecules or ions with the total composition C4H8N2 (the ωB97M-V functional and the def2-TZVPD basis).

Results
HOMO-LUMO gap = 0.3565 Ha
molecular weight = 84.12 g/mol
E_LUMO = 0.87 eV
SMILES string = C1=NN1.C=CC

Geometry as XYZ:
```
14
Properties=species:S:1:pos:R:3:lowdin_charge:R:1
C -1.845 0.303 0.504 -0.2606
C 2.035 0.446 0.089 -0.1304
C 0.278 -1.287 -0.061 -0.0442
C 1.004 -0.314 -0.617 -0.2516
N -2.774 -0.441 0.176 0.0663
N -2.634 0.848 -0.561 -0.0336
H -1.147 0.617 1.339 0.1433
H 2.029 1.536 -0.231 0.0973
H 2.984 0.065 -0.216 0.0633
H 1.995 0.400 1.176 0.0726
H 0.573 -1.678 0.902 0.0724
H -0.423 -1.853 -0.571 0.0353
H 1.112 -0.298 -1.702 0.1071
H -3.186 1.656 -0.227 0.0629
```



## C
Entry from the OMol25 dataset: C4H8N2 in the gas phase (the ωB97M-V functional and the def2-TZVPD basis).

Results
HOMO-LUMO gap = 0.4137 Ha
molecular weight = 84.12 g/mol
E_LUMO = 0.90 eV
SMILES string = CC[C@@H](N)C#N

Geometry as XYZ:
```
14
Properties=species:S:1:pos:R:3:lowdin_charge:R:1
C 1.270 -1.124 0.576 -0.1142
C 0.689 -0.266 -0.547 -0.2191
C -0.362 0.764 -0.085 -0.4125
N -1.234 1.125 -1.193 0.0359
C -1.108 0.307 1.119 -0.1964
N -1.711 -0.009 2.055 0.1479
H 0.529 -1.844 0.938 0.0743
H 1.581 -0.518 1.435 0.0794
H 2.145 -1.679 0.225 0.0728
H 1.478 0.295 -1.059 0.1123
H 0.232 -0.910 -1.309 0.1104
H 0.166 1.674 0.227 0.1461
H -1.798 0.323 -1.463 0.0823
H -1.878 1.861 -0.919 0.0808
```



Ranked by calculated energy, most stable first: C, A, B.



## A
Entry from the OMol25 dataset: C4H8N2 in the gas phase (the ωB97M-V functional and the def2-TZVPD basis).

Results
HOMO-LUMO gap (spin up / spin down) = 0.2738 / 0.2572 Ha
molecular weight = 84.12 g/mol
E_LUMO (spin up / spin down) = 0.67 / 0.42 eV

Geometry as XYZ:
```
14
Properties=species:S:1:pos:R:3:lowdin_charge:R:1
C 0.289 1.601 0.888 -0.1030
C -0.939 -0.363 0.518 -0.0919
N -0.587 -0.818 -0.700 -0.0754
C 0.724 -1.408 -0.827 -0.2256
C 1.738 -0.518 -0.110 -0.1675
N 1.600 0.421 0.647 0.0249
H -0.437 1.886 0.120 0.0279
H 1.041 2.393 0.927 0.0398
H -0.174 1.532 1.873 0.0393
H -0.690 -0.996 1.366 0.0935
H -1.827 0.256 0.577 0.0847
H -0.837 -0.186 -1.455 0.1346
H 0.974 -1.573 -1.877 0.1084
H 0.740 -2.368 -0.300 0.1103
```



## B
Entry from the OMol25 dataset: 2 unconnected molecules or ions with the total composition C4H8N2 (the ωB97M-V functional and the def2-TZVPD basis).

Results
HOMO-LUMO gap = 0.3717 Ha
molecular weight = 84.12 g/mol
E_LUMO = 1.03 eV

Geometry as XYZ:
```
14
Properties=species:S:1:pos:R:3:lowdin_charge:R:1
C -0.404 0.622 -0.341 -0.3927
C -0.756 -0.740 0.127 -0.3367
C 0.688 1.441 -0.121 -0.1194
C 0.154 -1.605 0.962 0.0117
N -2.137 -0.662 -0.224 0.0236
N -1.642 0.511 0.383 0.0493
H -0.743 0.959 -1.991 0.1803
H 0.414 2.358 -0.559 0.0654
H 1.553 1.085 -0.552 0.0599
H 0.942 1.495 1.046 0.1513
H -0.142 -1.760 2.001 0.0904
H 1.062 -1.045 0.925 0.0614
H 0.297 -2.548 0.496 0.0701
H -2.227 -0.470 -1.261 0.0855
```



Ranked by calculated energy, most stable first: A, B.